Below is a molecular structure, C17H45N4O9V, with properties calculated with ωB97M-V/def2-TZVPD.

<S²>: 0.769
total charge: +1
multiplicity: 2
HOMO energy (spin up / spin down): -12.12 / -12.12 eV

Each line ends with the Mulliken charge.
Geometry (Å):
O: 19.60 12.93 25.28  -0.44
V: 19.48 13.62 23.92  2.00
N: 22.65 14.72 24.10  0.68
O: 23.61 14.19 23.62  -0.58
O: 22.72 15.58 24.99  -0.71
O: 21.48 14.26 23.79  -0.60
C: 23.15 13.96 28.07  -1.35
C: 21.72 14.38 28.14  0.62
C: 21.46 15.39 29.26  -1.35
O: 21.27 14.90 26.88  -0.58
H: 23.72 14.87 27.83  0.35
H: 23.30 13.23 27.28  0.18
H: 23.51 13.60 29.03  0.47
H: 21.08 13.51 28.33  0.19
H: 20.39 15.40 29.50  0.33
H: 21.70 16.39 28.87  0.28
H: 21.98 15.20 30.19  0.40
H: 22.02 15.26 26.35  0.06
C: 19.70 16.29 21.96  -0.78
O: 19.48 14.87 22.07  -0.04
C: 20.01 14.13 20.99  -0.52
C: 19.49 12.71 21.10  -0.98
N: 19.90 12.12 22.41  0.16
C: 21.31 11.68 22.26  -0.79
C: 21.84 10.75 23.37  -0.94
O: 21.10 10.92 24.55  -0.08
C: 21.89 10.86 25.74  -0.99
H: 19.11 16.79 22.72  0.16
H: 19.38 16.68 20.99  0.31
H: 20.76 16.53 22.12  0.25
H: 21.10 14.09 21.13  0.31
H: 19.80 14.50 19.99  0.60
H: 19.91 12.19 20.24  0.62
H: 18.41 12.74 21.09  0.15
H: 19.41 11.22 22.49  0.23
H: 21.99 12.48 21.99  0.52
H: 21.37 11.05 21.35  0.51
H: 22.91 10.97 23.47  0.37
H: 21.70 9.71 23.05  0.39
H: 22.63 11.66 25.72  0.29
H: 22.37 9.89 25.83  0.39
H: 21.20 11.01 26.57  0.21
C: 15.23 12.95 24.71  -1.69
C: 16.66 12.49 24.57  0.75
C: 16.64 11.02 24.17  -1.34
O: 17.89 10.59 23.69  -0.30
C: 18.43 9.43 24.36  -0.88
N: 17.38 13.30 23.50  0.20
H: 15.18 13.96 25.10  0.29
H: 14.71 12.36 25.48  0.47
H: 14.66 12.85 23.78  0.39
H: 17.10 12.60 25.56  0.12
H: 15.91 10.89 23.35  0.32
H: 16.27 10.39 24.98  0.56
H: 18.75 9.66 25.39  0.30
H: 19.31 9.13 23.81  0.19
H: 17.70 8.62 24.43  0.46
H: 16.93 14.24 23.50  0.15
H: 17.06 12.85 22.63  0.48
C: 18.10 16.80 27.02  -1.53
C: 17.82 15.94 25.79  1.07
C: 16.92 16.71 24.88  -1.33
O: 16.63 15.96 23.72  -0.16
C: 15.86 16.69 22.77  -1.06
N: 19.09 15.52 25.12  -0.22
H: 19.01 16.51 27.53  0.27
H: 17.26 16.73 27.72  0.47
H: 18.08 17.88 26.80  0.37
H: 17.36 15.06 26.24  -0.17
H: 17.43 17.62 24.55  0.48
H: 15.98 16.88 25.42  0.43
H: 16.39 17.58 22.42  0.32
H: 14.89 17.01 23.18  0.32
H: 15.66 16.00 21.94  0.33
H: 19.47 16.38 24.71  0.35
H: 19.79 15.32 25.87  0.29

***

Below is C7H12 in the gas phase, with properties calculated with ωB97M-V/def2-TZVPD.

structure (SMILES): C=CC(=C)CCC
multiplicity: 1
energy above the lowest of the compared OMol25 structures with the same formula, charge and spin: 59.31 kcal/mol
HOMO energy: -8.34 eV

Each line ends with the Mulliken charge.
Geometry (Å):
C: -2.36 -0.34 1.05  -1.46
C: -1.54 -0.16 -0.26  -0.40
C: -0.38 -1.05 -0.34  -0.65
C: 0.92 -0.23 -0.35  0.85
C: 2.05 -1.00 -0.44  -1.17
C: 2.04 1.98 -0.25  -1.01
C: 0.96 1.17 -0.13  -0.01
H: -1.87 0.12 1.87  0.31
H: -2.38 -1.35 1.23  0.42
H: -3.35 0.04 1.04  0.43
H: -2.26 -0.34 -1.11  0.30
H: -1.38 1.00 -0.51  0.32
H: -0.44 -1.71 -1.19  0.37
H: -0.31 -1.71 0.52  0.42
H: 2.02 -2.04 -0.37  0.36
H: 3.03 -0.48 -0.36  0.18
H: 3.13 1.63 -0.64  0.14
H: 2.11 2.98 0.07  0.31
H: 0.02 1.50 0.18  0.28

***

Below is C3H5N5 in the gas phase, with properties calculated with ωB97M-V/def2-TZVPD.

structure (SMILES): [H]/N=C1C=N/C(=N/N)N\1
multiplicity: 1
energy above the lowest of the compared OMol25 structures with the same formula, charge and spin: 87.78 kcal/mol
HOMO energy: -9.17 eV

Each line ends with the Mulliken charge.
Geometry (Å):
C: 0.68 0.69 0.07  0.45
C: -1.38 -0.24 -0.06  0.32
C: -1.46 1.31 -0.03  0.00
H: 3.62 -0.57 0.19  0.28
H: 1.88 -0.99 0.61  0.32
H: 0.15 -1.42 -0.34  0.37
H: -3.04 -0.81 -0.15  0.26
H: -2.46 1.84 -0.20  0.31
N: 2.60 -0.58 -0.19  -0.53
N: 1.89 0.66 -0.16  -0.28
N: -0.04 -0.54 0.33  -0.43
N: -2.17 -1.20 -0.12  -0.58
N: -0.27 1.84 0.04  -0.51

***

Below is a molecular structure, C38H53Ge2NO2PdSe2, with properties calculated with ωB97M-V/def2-TZVPD.

<S²>: 0.760
total charge: -1
multiplicity: 2
energy above the lowest of the compared OMol25 structures with the same formula, charge and spin: 0.00 kcal/mol
HOMO energy (spin up / spin down): -3.80 / -3.71 eV

Each line ends with the Mulliken charge.
Geometry (Å):
Pd: -0.96 -0.27 -0.70  0.93
O: -6.36 -0.26 -3.70  -0.52
C: -5.46 0.79 -3.33  -1.58
C: -4.30 0.25 -2.47  2.33
C: -4.94 -0.21 -1.15  -1.40
O: -4.07 -1.05 -0.42  -0.21
C: -3.63 -0.87 -3.26  -1.43
Se: -1.82 -1.48 -2.76  -0.49
C: -3.36 1.46 -2.33  -1.62
Se: -2.31 1.67 -0.71  -0.23
H: -7.01 0.11 -4.30  0.32
H: -6.00 1.56 -2.76  0.44
H: -5.03 1.25 -4.22  0.50
H: -5.86 -0.75 -1.39  0.50
H: -5.20 0.69 -0.57  0.38
H: -4.42 -1.16 0.46  0.20
H: -3.54 -0.52 -4.29  0.52
H: -4.26 -1.76 -3.27  0.44
H: -3.94 2.39 -2.35  0.48
H: -2.68 1.47 -3.18  0.40
C: -0.14 2.31 4.53  -1.28
Ge: -0.53 2.51 2.61  1.33
C: 0.86 3.71 1.92  -1.37
C: -2.18 3.56 2.46  -1.23
Ge: -0.61 0.28 1.62  -0.52
C: 0.95 -0.64 2.41  0.22
C: 2.09 0.08 2.75  0.25
C: 3.22 -0.55 3.26  -0.65
C: 3.23 -1.92 3.44  -0.73
C: 2.09 -2.65 3.14  -0.65
C: 0.97 -2.02 2.63  -0.15
C: -2.18 -0.63 2.43  1.19
C: -2.56 -1.90 2.00  -0.87
C: -3.66 -2.55 2.54  -0.83
C: -4.41 -1.94 3.53  -0.59
C: -4.06 -0.68 3.97  -0.82
C: -2.95 -0.03 3.43  -0.47
H: -0.02 3.32 4.95  0.49
H: 0.77 1.75 4.70  0.35
H: -0.95 1.81 5.07  0.38
H: 0.80 4.65 2.48  0.59
H: 0.70 3.93 0.86  0.35
H: 1.87 3.32 2.03  0.39
H: -1.98 4.58 2.80  0.47
H: -2.98 3.14 3.07  0.36
H: -2.53 3.59 1.43  0.29
H: 2.13 1.15 2.60  0.02
H: 4.10 0.04 3.50  0.41
H: 4.11 -2.42 3.83  0.35
H: 2.08 -3.73 3.28  0.42
H: 0.09 -2.61 2.42  0.20
H: -2.02 -2.38 1.19  0.25
H: -3.93 -3.54 2.17  0.45
H: -5.28 -2.45 3.95  0.35
H: -4.64 -0.18 4.74  0.41
H: -2.71 0.96 3.79  -0.06
C: 4.52 -4.02 -1.02  -1.91
C: 3.11 -3.54 -0.81  0.42
C: 2.10 -4.44 -0.51  -1.12
C: 0.80 -3.97 -0.32  -0.39
C: -0.35 -4.88 0.03  -1.55
C: 0.57 -2.62 -0.43  0.15
C: 1.55 -1.65 -0.76  1.22
C: 2.85 -2.18 -0.93  -0.70
N: 1.13 -0.36 -0.84  0.92
C: 1.96 0.70 -1.38  0.53
C: 2.43 0.38 -2.82  -1.18
C: 3.26 1.54 -3.39  0.47
C: 2.40 2.80 -3.46  -1.64
C: 1.91 3.15 -2.05  0.76
C: 3.13 3.44 -1.17  -1.30
C: 3.99 2.18 -1.08  0.33
C: 4.47 1.79 -2.48  -1.44
C: 3.16 1.05 -0.48  0.18
C: 1.11 1.97 -1.49  -1.28
H: 4.62 -5.08 -0.76  0.39
H: 5.23 -3.46 -0.40  0.35
H: 4.83 -3.91 -2.06  0.32
H: 2.32 -5.50 -0.43  0.25
H: -0.07 -5.93 -0.08  0.43
H: -1.21 -4.68 -0.62  0.26
H: -0.67 -4.72 1.06  0.22
H: -0.45 -2.26 -0.22  0.58
H: 3.69 -1.54 -1.16  0.50
H: 1.54 0.20 -3.43  0.52
H: 3.02 -0.54 -2.84  0.55
H: 3.61 1.27 -4.40  0.24
H: 1.54 2.62 -4.12  0.54
H: 2.97 3.63 -3.88  0.55
H: 1.26 4.03 -2.09  0.30
H: 2.81 3.74 -0.17  0.20
H: 3.70 4.27 -1.59  0.62
H: 4.86 2.38 -0.44  0.35
H: 5.09 0.89 -2.43  0.51
H: 5.09 2.59 -2.90  0.58
H: 2.77 1.34 0.50  -0.81
H: 3.79 0.18 -0.31  0.55
H: 0.24 1.78 -2.12  0.31
H: 0.72 2.22 -0.49  -1.06

***

Copy entry 1 word for word.
Below is a molecular structure, C17H45N4O9V, with properties calculated with ωB97M-V/def2-TZVPD.

<S²>: 0.769
total charge: +1
multiplicity: 2
HOMO energy (spin up / spin down): -12.12 / -12.12 eV

Each line ends with the Mulliken charge.
Geometry (Å):
O: 19.60 12.93 25.28  -0.44
V: 19.48 13.62 23.92  2.00
N: 22.65 14.72 24.10  0.68
O: 23.61 14.19 23.62  -0.58
O: 22.72 15.58 24.99  -0.71
O: 21.48 14.26 23.79  -0.60
C: 23.15 13.96 28.07  -1.35
C: 21.72 14.38 28.14  0.62
C: 21.46 15.39 29.26  -1.35
O: 21.27 14.90 26.88  -0.58
H: 23.72 14.87 27.83  0.35
H: 23.30 13.23 27.28  0.18
H: 23.51 13.60 29.03  0.47
H: 21.08 13.51 28.33  0.19
H: 20.39 15.40 29.50  0.33
H: 21.70 16.39 28.87  0.28
H: 21.98 15.20 30.19  0.40
H: 22.02 15.26 26.35  0.06
C: 19.70 16.29 21.96  -0.78
O: 19.48 14.87 22.07  -0.04
C: 20.01 14.13 20.99  -0.52
C: 19.49 12.71 21.10  -0.98
N: 19.90 12.12 22.41  0.16
C: 21.31 11.68 22.26  -0.79
C: 21.84 10.75 23.37  -0.94
O: 21.10 10.92 24.55  -0.08
C: 21.89 10.86 25.74  -0.99
H: 19.11 16.79 22.72  0.16
H: 19.38 16.68 20.99  0.31
H: 20.76 16.53 22.12  0.25
H: 21.10 14.09 21.13  0.31
H: 19.80 14.50 19.99  0.60
H: 19.91 12.19 20.24  0.62
H: 18.41 12.74 21.09  0.15
H: 19.41 11.22 22.49  0.23
H: 21.99 12.48 21.99  0.52
H: 21.37 11.05 21.35  0.51
H: 22.91 10.97 23.47  0.37
H: 21.70 9.71 23.05  0.39
H: 22.63 11.66 25.72  0.29
H: 22.37 9.89 25.83  0.39
H: 21.20 11.01 26.57  0.21
C: 15.23 12.95 24.71  -1.69
C: 16.66 12.49 24.57  0.75
C: 16.64 11.02 24.17  -1.34
O: 17.89 10.59 23.69  -0.30
C: 18.43 9.43 24.36  -0.88
N: 17.38 13.30 23.50  0.20
H: 15.18 13.96 25.10  0.29
H: 14.71 12.36 25.48  0.47
H: 14.66 12.85 23.78  0.39
H: 17.10 12.60 25.56  0.12
H: 15.91 10.89 23.35  0.32
H: 16.27 10.39 24.98  0.56
H: 18.75 9.66 25.39  0.30
H: 19.31 9.13 23.81  0.19
H: 17.70 8.62 24.43  0.46
H: 16.93 14.24 23.50  0.15
H: 17.06 12.85 22.63  0.48
C: 18.10 16.80 27.02  -1.53
C: 17.82 15.94 25.79  1.07
C: 16.92 16.71 24.88  -1.33
O: 16.63 15.96 23.72  -0.16
C: 15.86 16.69 22.77  -1.06
N: 19.09 15.52 25.12  -0.22
H: 19.01 16.51 27.53  0.27
H: 17.26 16.73 27.72  0.47
H: 18.08 17.88 26.80  0.37
H: 17.36 15.06 26.24  -0.17
H: 17.43 17.62 24.55  0.48
H: 15.98 16.88 25.42  0.43
H: 16.39 17.58 22.42  0.32
H: 14.89 17.01 23.18  0.32
H: 15.66 16.00 21.94  0.33
H: 19.47 16.38 24.71  0.35
H: 19.79 15.32 25.87  0.29

***

Q: Which formula does entry 2 have?
A: C7H12